Computed, not measured: an isolated molecule of C3H7NO2, with ωB97M-V/def2-TZVPD.

* E: -8807.040 eV
* largest force on an atom: 0.598 eV/A
* relative energy (zero: lowest compared OMol25 entry of this formula, charge and spin): 336.7 kJ/mol
* E_HOMO: -9.329 eV

Last columns: bonded neighbours and bond lengths (Å).
Geometry (Å):
1 C -0.04124 -0.18526 -1.62370  C2 1.521, H7 1.094, H8 1.096, H9 1.095
2 C -0.14355 0.35975 -0.20699  C1 1.521, C3 1.540, N5 1.485, H10 1.095
3 C -0.06143 -0.75737 0.84917  C2 1.540, O4 1.402, H11 1.103, H12 1.094
4 O -0.57073 -0.37176 2.09761  C3 1.402, H13 0.967
5 N 0.98883 1.27877 0.07113  C2 1.485, O6 1.208
6 O 0.74376 2.04684 0.97074  N5 1.208
7 H 0.01872 0.61584 -2.36629  C1 1.094
8 H 0.84341 -0.82118 -1.74199  C1 1.096
9 H -0.92554 -0.78983 -1.84954  C1 1.095
10 H -1.06488 0.92079 -0.01653  C2 1.095
11 H 0.97865 -1.11690 0.92113  C3 1.103
12 H -0.67633 -1.59342 0.50266  C3 1.094
13 H -0.08966 0.41373 2.39261  O4 0.967

Atomic partial charges in e from the Mulliken method, atoms 1 to 4: number 1, C, carries -1.30; number 2, C, carries 0.56; number 3, C, carries -0.72; number 4, O, carries -0.50